## one
{"formula": "ClH3NO2P", "method": "ωB97M-V/def2-TZVPD", "species": ["N", "O", "O", "P", "Cl", "H", "H", "H"], "coordinates": [[0.1512, 1.0134, 0.0055], [2.5910, -0.2309, -0.2455], [0.3144, -1.5946, -0.1281], [1.1283, -0.3756, -0.1092], [-2.6332, -0.7172, -0.1780], [0.6094, 1.8763, 0.0403], [-0.6636, 1.0261, 0.5376], [-1.4975, -0.9977, 0.0774]], "smiles": "NP(=O)=O.Cl", "lumo_ev": -0.31, "gap_ev": 11.374}

## two
{"formula": "ClH3NO2P", "method": "ωB97M-V/def2-TZVPD", "species": ["N", "O", "O", "P", "Cl", "H", "H", "H"], "coordinates": [[-0.6230, 0.3370, 0.9066], [-0.1522, 0.2098, -1.6037], [-0.4929, -0.9620, 1.4179], [0.6467, -1.0060, -1.9362], [2.3634, -0.8034, -0.9535], [0.1232, 0.9556, 1.1621], [-1.3747, 0.8842, 1.1818], [-0.4906, 0.3849, -0.1749]], "smiles": "[NH3+][O-].O=PCl", "lumo_ev": -1.49, "gap_ev": 6.939}

## three
{"formula": "ClH3NO2P", "method": "ωB97M-V/def2-TZVPD", "species": ["N", "O", "O", "P", "Cl", "H", "H", "H"], "coordinates": [[1.5083, 0.2546, -0.5593], [-1.3619, -0.6163, -0.1327], [0.6406, -0.3285, -1.4943], [-0.9948, -0.1823, -1.6096], [-1.2588, 2.1911, -0.7634], [1.0738, 0.3310, 0.3008], [2.4541, -0.3456, -0.5102], [-2.0098, -0.1136, 0.2799]], "smiles": "NOP(O)Cl", "lumo_ev": -0.53, "gap_ev": 9.302}

Verdict on stability: one comes out on top.

## one
{"formula": "C3H3IN2O", "method": "ωB97M-V/def2-TZVPD", "species": ["C", "C", "C", "N", "N", "O", "I", "H", "H", "H"], "coordinates": [[0.9657, 1.5292, -0.1323], [-0.1396, -1.0672, -0.2356], [-1.3218, -0.3501, 0.1524], [0.4434, 2.5611, -0.1759], [1.4058, 0.3290, -0.1872], [0.3198, -2.0917, -0.5085], [3.1800, -0.4472, 0.3211], [-1.1472, 0.1665, 1.0959], [-1.5499, 0.4192, -0.5839], [-2.1562, -1.0489, 0.2541]], "lumo_ev": -0.42, "gap_ev": 8.059}

## two
{"formula": "C3H3IN2O", "method": "ωB97M-V/def2-TZVPD", "species": ["C", "C", "C", "N", "N", "O", "I", "H", "H", "H"], "coordinates": [[-0.7408, 0.2154, -0.6401], [2.4585, -1.0397, 1.1248], [-1.7635, 1.2293, -0.5480], [0.3375, -0.2353, -0.7281], [1.3540, -0.9083, -0.8835], [1.6170, -1.6091, 0.3866], [2.5230, -2.1712, 2.8941], [-1.6262, 1.7133, 0.3862], [-1.5249, 1.9822, -1.1730], [-2.6345, 0.8236, -0.8190]], "lumo_ev": 0.12, "gap_ev": 8.671}

Verdict on stability: one comes out on top.

## one
{"formula": "C4H4ClFO", "method": "ωB97M-V/def2-TZVPD", "species": ["C", "C", "C", "C", "H", "H", "H", "H", "O", "F", "Cl"], "coordinates": [[0.8495, 0.1018, -0.0670], [0.0215, -0.9268, -0.0912], [-2.1425, -0.0038, 0.4544], [-3.2997, 0.3699, -0.0787], [0.5615, -1.8768, -0.0992], [-1.6418, 0.5073, 1.2503], [-3.8606, 1.1328, 0.3942], [-3.5376, -0.0562, -1.0183], [-1.3476, -1.0033, -0.1549], [0.3754, 1.3344, -0.2304], [2.5475, -0.0551, 0.0871]], "smiles": "C=CO/C=C(\\F)Cl", "lumo_ev": 0.85, "gap_ev": 9.824}

## two
{"formula": "C4H4ClFO", "method": "ωB97M-V/def2-TZVPD", "species": ["C", "C", "C", "C", "H", "H", "H", "H", "O", "F", "Cl"], "coordinates": [[-1.3465, -0.2477, 0.1390], [0.0494, -0.8015, -0.0084], [1.2400, -0.1312, -0.0301], [0.9980, 1.2106, -0.0807], [-1.6585, -0.0352, 1.3379], [-1.4114, 0.6504, -0.5510], [-0.1863, -1.9636, -0.5081], [1.8729, 1.9345, 0.1041], [-0.1525, 1.7123, -0.1732], [-2.2092, -1.4067, -0.1782], [2.8042, -0.9218, -0.0512]], "smiles": "O=C/C(Cl)=C\\CF", "lumo_ev": -1.00, "gap_ev": 8.957}

Verdict on stability: one comes out on top.

## one
{"formula": "C4H9N2OP", "method": "ωB97M-V/def2-TZVPD", "species": ["C", "C", "C", "C", "N", "N", "O", "P", "H", "H", "H", "H", "H", "H", "H", "H", "H"], "coordinates": [[-0.6404, 0.4459, -0.1329], [-1.2529, 1.1441, -1.3375], [1.1701, -0.7306, -1.4042], [0.4376, -0.3435, -0.1924], [-1.2021, -0.2149, 2.0580], [0.1199, -0.2814, 2.5337], [-1.3650, 0.6535, 1.0037], [1.1674, -1.1553, 1.3968], [-0.5172, 1.6391, -1.8732], [-1.7986, 0.3133, -1.7509], [-1.8510, 1.9581, -0.8304], [0.6165, -0.5463, -2.3015], [1.4402, -1.7600, -1.3605], [2.1425, -0.1777, -1.4938], [-1.3284, -1.1594, 1.6060], [2.3430, -0.3698, 1.3615], [0.5185, 0.5848, 2.7177]], "smiles": "Cc1o[nH][nH][pH]c1C", "lumo_ev": 0.89, "gap_ev": 9.180}

## two
{"formula": "C4H9N2OP", "method": "ωB97M-V/def2-TZVPD", "species": ["C", "C", "C", "C", "N", "N", "O", "P", "H", "H", "H", "H", "H", "H", "H", "H", "H"], "coordinates": [[0.3708, 1.5268, -2.2490], [1.7396, 1.0779, -2.6493], [-1.7537, -1.2948, 3.2718], [-1.0389, -1.1222, 1.9696], [0.4440, -1.7659, 0.0989], [-0.3357, -1.6241, 1.1311], [-0.2603, 2.3133, -2.8514], [-0.3499, 1.1832, -0.5149], [1.9679, 0.1038, -2.3335], [1.8556, 1.2595, -3.7685], [2.5106, 1.7666, -2.1042], [-1.1071, -1.9201, 3.9192], [-2.7033, -1.8549, 3.0379], [-2.2352, -0.3373, 3.4950], [0.2050, -2.6579, -0.3576], [0.7526, 0.7430, 0.2144], [-0.0620, 2.6031, -0.3093]], "lumo_ev": 0.35, "gap_ev": 8.807}

Verdict on stability: one comes out on top.

## one
{"formula": "C6H15NO", "method": "ωB97M-V/def2-TZVPD", "species": ["C", "C", "C", "N", "C", "C", "C", "H", "H", "H", "H", "H", "H", "H", "H", "H", "H", "H", "H", "H", "H", "H", "O"], "coordinates": [[-0.7169, -1.5368, 1.5660], [-0.7036, -2.4484, 0.3288], [0.4491, -2.3265, -0.6549], [2.0113, 0.4020, -0.2587], [1.0365, 0.1443, -1.1828], [0.3311, -0.9979, -1.4375], [0.6912, 1.3502, -2.0709], [0.1821, -1.1372, 1.9803], [-1.0844, -0.4670, 1.4513], [-1.3589, -2.0241, 2.2285], [-0.5633, -3.5273, 0.7862], [-1.5600, -2.4892, -0.2026], [0.5452, -3.1054, -1.3593], [1.3683, -2.4250, -0.0962], [2.4220, 1.3141, -0.3976], [2.5084, -0.3696, 0.2087], [-0.3948, -1.0197, -2.2451], [-0.2559, 1.0718, -2.6135], [1.5244, 1.3802, -2.7527], [0.6778, 2.3306, -1.4907], [-2.9071, 4.9746, 2.8189], [-2.7146, 3.3502, 2.9203], [-2.3741, 4.2775, 2.6603]], "smiles": "CCC/C=C(/C)N.O", "lumo_ev": 0.82, "gap_ev": 8.384}

## two
{"formula": "C6H15NO", "method": "ωB97M-V/def2-TZVPD", "species": ["C", "C", "C", "C", "C", "C", "N", "O", "H", "H", "H", "H", "H", "H", "H", "H", "H", "H", "H", "H", "H", "H", "H"], "coordinates": [[0.5039, -0.1551, -0.3805], [0.2872, 0.4199, 0.9687], [0.3358, 0.7433, -1.5967], [0.0048, -1.5738, -0.6138], [-2.4398, -0.0626, 1.0168], [2.2696, -0.3509, -0.1472], [-1.3421, 0.8476, 0.8091], [0.9364, 1.5912, 1.2896], [0.6233, 2.2609, 0.6623], [-1.5385, 1.7445, 1.2512], [0.3558, -0.2908, 1.7891], [-1.0568, -1.5736, -0.8651], [-0.7060, 0.7504, -1.9253], [0.9402, 0.3747, -2.4319], [0.6324, 1.7785, -1.4059], [0.5518, -2.0494, -1.4335], [0.1170, -2.1882, 0.2834], [-2.5902, -0.3648, 2.0616], [-2.3781, -1.0010, 0.4587], [-3.4050, 0.3241, 0.6529], [2.7700, 0.6181, -0.1864], [2.5847, -0.9396, -1.0113], [2.5434, -0.9032, 0.7540]], "smiles": "CN[C@H](O)C(C)(C)C", "lumo_ev": 0.85, "gap_ev": 9.261}

Verdict on stability: two comes out on top.

## one
{"formula": "C6H15NO", "method": "ωB97M-V/def2-TZVPD", "species": ["C", "C", "C", "C", "C", "C", "N", "O", "H", "H", "H", "H", "H", "H", "H", "H", "H", "H", "H", "H", "H", "H", "H"], "coordinates": [[0.4649, 1.0593, 0.8141], [-0.4591, -0.2006, -1.1275], [1.4152, -0.0679, 1.2720], [-1.7942, -0.8414, -1.4995], [0.0709, 0.6370, -2.2925], [0.6784, -1.1728, 2.0198], [-0.6740, 0.6513, 0.0320], [-0.0944, 1.7150, 1.9332], [0.6143, 2.1134, 2.4490], [-1.3518, 0.2423, 0.6621], [1.0511, 1.7786, 0.2126], [0.2652, -1.0080, -0.9269], [1.9371, -0.4773, 0.4061], [2.1698, 0.3764, 1.9251], [-2.1398, -1.5032, -0.7064], [0.1533, 0.0251, -3.1903], [-2.5404, -0.0640, -1.6550], [-1.6972, -1.4234, -2.4155], [1.0549, 1.0412, -2.0584], [-0.6092, 1.4654, -2.4848], [1.3859, -1.8851, 2.4397], [0.0905, -0.7481, 2.8352], [0.0084, -1.7130, 1.3558]], "smiles": "CC[C@H](O)NC(C)C", "lumo_ev": 0.93, "gap_ev": 9.669}

## two
{"formula": "C6H15NO", "method": "ωB97M-V/def2-TZVPD", "species": ["C", "C", "N", "O", "H", "H", "H", "H", "H", "H", "H", "C", "C", "C", "C", "H", "H", "H", "H", "H", "H", "H", "H"], "coordinates": [[-1.5396, -0.7223, 0.0819], [-2.6835, -0.6481, -0.9196], [-2.0179, -1.2516, 1.3355], [-0.5046, -1.4997, -0.5028], [0.3128, -1.3570, -0.0089], [-1.1695, 0.2898, 0.2906], [-2.3827, -2.1886, 1.1997], [-1.2666, -1.3056, 2.0157], [-3.5007, -0.0777, -0.4933], [-2.3406, -0.1749, -1.8338], [-3.0272, -1.6511, -1.1552], [2.6388, 0.3128, -0.8293], [0.8212, 1.9577, -0.2276], [1.6543, 0.7891, 0.1970], [1.5305, 0.2155, 1.3826], [3.2575, 1.1384, -1.1693], [3.2820, -0.4653, -0.4310], [0.1253, 2.2573, 0.5539], [0.2607, 1.7162, -1.1301], [1.4671, 2.8054, -0.4602], [2.1073, -0.0854, -1.6949], [0.8250, 0.5656, 2.1166], [2.1503, -0.6209, 1.6826]], "smiles": "C[C@@H](N)O.C=C(C)C", "lumo_ev": 0.90, "gap_ev": 10.344}

Verdict on stability: one comes out on top.